Record 1
C31H76CuN5O13Sr | ωB97M-V/def2-TZVPD

Kohn-Sham gap (spin up / spin down)	4.6 / 6.0	eV
spin multiplicity	2
net charge	+1
<S²>	0.75

Geometry (Å):
Cu -0.201 -2.227 -3.536
Sr 1.713 1.370 -2.905
O -0.912 -0.305 0.503
C -0.797 -0.129 -0.750
O -1.453 -0.682 -1.652
O 0.002 0.799 -1.030
H -0.431 0.502 0.699
C 0.269 -3.631 1.601
O -0.686 -3.788 2.616
C -0.312 -4.824 3.510
C 0.835 -4.466 4.574
N 0.402 -4.695 6.023
C 0.784 -3.677 7.030
C 0.157 -4.041 8.435
O -1.268 -4.119 8.363
C -1.843 -4.768 9.465
H 0.217 -4.441 0.873
H 1.250 -3.429 2.032
H 0.119 -2.815 0.894
H -0.070 -5.764 3.013
H -1.211 -5.090 4.066
H 1.025 -3.405 4.415
H 1.796 -4.968 4.460
H -0.594 -4.861 6.047
H 0.394 -2.727 6.664
H 1.874 -3.678 7.057
H 0.518 -3.218 9.051
H 0.569 -4.993 8.771
H -2.816 -5.172 9.188
H -1.988 -4.165 10.361
H -1.324 -5.678 9.766
C 5.374 10.501 1.503
O 4.406 10.153 2.401
C 3.922 8.770 2.164
C 3.251 8.267 3.446
N 2.560 6.975 3.471
C 1.539 6.803 2.421
C 0.371 5.825 2.750
O 0.843 4.453 2.685
C -0.259 3.584 2.418
H 6.125 9.711 1.517
H 6.037 11.341 1.711
H 5.038 10.516 0.466
H 4.649 8.042 1.804
H 3.242 8.986 1.340
H 2.458 8.902 3.840
H 4.010 8.198 4.225
H 2.255 6.651 4.378
H 2.118 6.363 1.609
H 1.056 7.745 2.163
H -0.317 5.959 1.916
H -0.121 6.173 3.658
H -0.939 3.820 1.600
H -0.811 3.553 3.358
H 0.076 2.584 2.143
C 6.490 1.365 -5.726
O 6.321 1.651 -4.405
C 5.315 0.816 -3.848
C 5.196 1.244 -2.288
N 3.899 0.872 -1.735
C 3.630 1.322 -0.352
C 3.166 2.797 -0.205
O 1.814 2.875 -0.767
C 1.158 4.180 -0.607
H 5.678 1.537 -6.433
H 6.859 0.348 -5.862
H 7.312 1.883 -6.220
H 5.553 -0.246 -3.916
H 4.348 0.884 -4.346
H 5.514 2.215 -1.908
H 5.765 0.473 -1.768
H 3.805 -0.129 -1.645
H 4.535 1.157 0.232
H 2.807 0.671 -0.056
H 3.820 3.318 -0.903
H 3.228 3.270 0.775
H 0.073 4.094 -0.657
H 1.555 4.931 -1.290
H 1.436 4.596 0.362
C 1.541 -3.101 -6.189
O 0.774 -3.529 -5.113
C 1.066 -4.944 -4.875
C -0.112 -5.595 -4.119
N -0.593 -4.767 -3.018
C -1.820 -5.360 -2.413
C -2.435 -4.317 -1.397
O -3.421 -5.087 -0.610
C -3.635 -4.268 0.568
H 1.498 -3.741 -7.070
H 2.537 -2.910 -5.790
H 1.158 -2.109 -6.430
H 1.849 -4.940 -4.116
H 1.388 -5.612 -5.674
H 0.088 -6.652 -3.940
H -0.928 -5.697 -4.834
H 0.078 -4.763 -2.263
H -1.724 -6.327 -1.918
H -2.541 -5.570 -3.203
H -2.700 -3.370 -1.867
H -1.594 -4.096 -0.740
H -2.820 -4.316 1.290
H -4.605 -4.390 1.051
H -3.685 -3.232 0.232
C -3.607 2.187 -0.408
O -3.997 1.044 -1.061
C -4.265 -0.081 -0.241
C -4.656 -1.194 -1.192
N -5.444 -0.712 -2.380
C -6.391 -1.756 -2.919
C -7.024 -1.089 -4.134
O -6.059 -1.099 -5.221
C -6.674 -0.824 -6.456
H -4.366 2.438 0.332
H -3.461 2.975 -1.147
H -2.638 2.177 0.093
H -5.156 0.144 0.345
H -3.476 -0.323 0.472
H -5.309 -1.950 -0.755
H -3.756 -1.699 -1.544
H -6.071 0.054 -2.178
H -7.223 -1.867 -2.225
H -6.038 -2.689 -3.359
H -7.348 -0.090 -3.843
H -7.910 -1.686 -4.349
H -5.919 -0.809 -7.242
H -7.243 0.106 -6.458
H -7.507 -1.481 -6.708



Record 2
C44H45CoNP2Si | ωB97M-V/def2-TZVPD

relative energy (zero: lowest compared OMol25 entry of this formula, charge and spin)	17.7	kcal per mole
Kohn-Sham gap (spin up / spin down)	6.8 / 6.7	eV
spin multiplicity	5
net charge	+1
<S²>	6.05

Geometry (Å):
Co 0.154 1.077 -0.848
N -2.340 -1.759 -1.138
C -3.679 -1.428 -0.916
C -4.641 -2.432 -0.790
C -5.969 -2.124 -0.556
C -6.375 -0.800 -0.479
C -5.427 0.201 -0.597
C -4.074 -0.091 -0.767
C -3.079 1.026 -0.832
C -2.956 1.725 -2.033
C -2.065 2.767 -2.176
C -1.241 3.127 -1.118
C -1.359 2.477 0.126
C -2.303 1.424 0.282
H -2.195 -2.716 -1.422
H -1.809 -1.116 -1.708
H -4.331 -3.467 -0.899
H -6.695 -2.921 -0.459
H -7.417 -0.548 -0.329
H -5.737 1.241 -0.559
H -3.587 1.439 -2.866
H -2.001 3.301 -3.115
H -0.585 3.979 -1.228
H -0.864 2.895 0.993
C 1.133 -2.085 1.079
C -0.149 -1.336 1.499
P 0.185 0.344 2.181
C -1.426 1.047 2.602
C -1.479 1.945 3.637
C -2.657 2.621 3.988
C -3.848 2.347 3.269
C -3.848 1.509 2.211
C -2.594 0.849 1.683
C 0.887 -0.067 3.827
C 2.176 0.311 4.187
C 2.687 -0.032 5.435
C 1.914 -0.756 6.327
C 0.621 -1.133 5.978
C 0.109 -0.788 4.738
C 2.036 -1.352 0.064
P 2.975 0.093 0.820
C 2.422 1.532 -0.198
C 2.316 1.476 -1.593
C 2.171 2.651 -2.343
C 2.131 3.878 -1.710
C 2.234 3.949 -0.319
C 2.365 2.791 0.424
C 4.668 -0.237 0.141
C 5.294 0.394 -0.934
C 6.513 -0.076 -1.411
C 7.130 -1.163 -0.811
C 6.546 -1.757 0.299
C 5.328 -1.293 0.773
H 0.817 -3.031 0.635
H 1.728 -2.327 1.965
H -0.691 -1.922 2.244
H -0.797 -1.226 0.624
H -0.587 2.110 4.234
H -2.668 3.309 4.823
H -4.777 2.807 3.583
H -4.769 1.283 1.695
H -2.804 -0.219 1.545
H 2.786 0.871 3.491
H 3.689 0.271 5.710
H 2.314 -1.030 7.295
H 0.008 -1.690 6.675
H -0.908 -1.068 4.484
H 1.428 -1.042 -0.795
H 2.796 -2.028 -0.319
H 2.513 0.550 -2.114
H 2.123 2.586 -3.424
H 2.030 4.785 -2.293
H 2.229 4.913 0.174
H 2.454 2.842 1.503
H 4.854 1.269 -1.394
H 6.978 0.412 -2.261
H 8.067 -1.539 -1.203
H 7.046 -2.577 0.800
H 4.880 -1.758 1.647
C -1.028 -2.062 -5.892
Si -0.356 -0.369 -5.507
C 1.382 -0.159 -6.162
C -1.475 0.925 -6.255
C -0.281 -0.104 -3.680
C -0.213 0.133 -2.485
H -1.056 -2.211 -6.976
H -2.048 -2.170 -5.513
H -0.416 -2.858 -5.459
H 1.401 -0.388 -7.233
H 2.089 -0.826 -5.662
H 1.731 0.870 -6.036
H -1.450 0.841 -7.346
H -1.168 1.941 -5.991
H -2.511 0.785 -5.933



Record 3
C51H56GeNO3SiSn | ωB97M-V/def2-TZVPD

Kohn-Sham gap	6.2	eV
net charge	-1

Geometry (Å):
Sn -0.160 0.585 0.185
C -1.930 1.268 2.519
C -0.768 2.048 2.657
C -0.665 2.887 1.518
C -1.797 2.624 0.683
C -2.569 1.625 1.315
C -3.854 1.036 0.808
C -2.179 3.435 -0.523
C 0.273 4.054 1.345
C 0.153 2.052 3.846
C -2.434 0.239 3.487
H -4.728 1.436 1.337
H -3.876 -0.053 0.931
H -3.991 1.247 -0.255
H -2.668 4.375 -0.236
H -2.863 2.890 -1.176
H -1.305 3.701 -1.126
H -0.262 5.007 1.447
H 0.762 4.066 0.368
H 1.062 4.045 2.104
H -0.195 2.735 4.632
H 1.165 2.360 3.578
H 0.234 1.058 4.299
H -3.289 0.605 4.066
H -1.661 -0.053 4.203
H -2.764 -0.672 2.974
O 1.026 -2.026 -0.268
C 0.650 -3.079 0.609
C 1.518 -3.088 1.847
C 1.320 -1.844 2.753
C 2.389 -0.784 2.640
C 3.585 -0.914 3.345
C 4.551 0.069 3.237
C 4.297 1.177 2.444
C 3.082 1.235 1.785
N 2.155 0.275 1.864
H 0.264 -1.931 -0.871
H 0.733 -4.042 0.090
H -0.398 -2.950 0.907
H 2.571 -3.200 1.568
H 1.236 -3.983 2.408
H 1.301 -2.165 3.797
H 0.355 -1.385 2.530
H 3.741 -1.782 3.975
H 5.491 -0.024 3.768
H 5.021 1.974 2.328
H 2.830 2.091 1.159
O -1.530 0.207 -1.784
C -2.021 -0.961 -1.689
O -1.472 -1.933 -1.118
C -3.407 -1.185 -2.305
C -3.894 -2.629 -2.143
Ge -2.812 -3.979 -3.050
C -1.003 -3.545 -3.626
C -0.783 -2.509 -4.535
C 0.504 -2.168 -4.927
C 1.592 -2.869 -4.420
C 1.388 -3.912 -3.526
C 0.097 -4.246 -3.129
C -2.685 -5.546 -1.903
C -2.254 -5.370 -0.583
C -2.110 -6.461 0.267
C -2.398 -7.742 -0.191
C -2.827 -7.929 -1.499
C -2.968 -6.837 -2.350
C -3.697 -4.472 -4.745
C -4.983 -4.052 -5.087
C -5.541 -4.364 -6.324
C -4.820 -5.112 -7.244
C -3.537 -5.543 -6.925
C -2.981 -5.218 -5.693
H -3.387 -0.860 -3.350
H -4.070 -0.493 -1.781
H -4.920 -2.757 -2.494
H -3.877 -2.870 -1.080
H -1.621 -1.953 -4.944
H 0.657 -1.343 -5.611
H 2.599 -2.600 -4.721
H 2.235 -4.458 -3.127
H -0.055 -5.051 -2.416
H -2.022 -4.369 -0.226
H -1.774 -6.312 1.287
H -2.286 -8.593 0.470
H -3.054 -8.927 -1.857
H -3.305 -6.992 -3.370
H -5.566 -3.468 -4.383
H -6.538 -4.017 -6.571
H -5.253 -5.355 -8.208
H -2.964 -6.122 -7.642
H -1.967 -5.535 -5.468
C 6.195 0.159 -1.230
C 5.184 -0.733 -1.566
C 3.872 -0.287 -1.682
C 3.531 1.059 -1.479
C 4.568 1.937 -1.143
C 5.883 1.498 -1.020
Si 1.717 1.640 -1.581
C 1.442 1.958 -3.438
C 0.576 2.982 -3.841
C 0.374 3.277 -5.184
C 1.044 2.554 -6.164
C 1.908 1.534 -5.787
C 2.095 1.239 -4.441
H 7.217 -0.186 -1.128
H 5.416 -1.780 -1.723
H 3.090 -1.010 -1.904
H 4.342 2.989 -0.987
H 6.666 2.202 -0.758
H 1.892 3.066 -1.137
H 0.049 3.561 -3.088
H -0.305 4.074 -5.466
H 0.900 2.789 -7.212
H 2.437 0.966 -6.543
H 2.782 0.443 -4.169



Record 4
C6H24F2O6V | ωB97M-V/def2-TZVPD

relative energy (zero: lowest compared OMol25 entry of this formula, charge and spin)	36.7	kcal per mole
Kohn-Sham gap (spin up / spin down)	8.2 / 3.6	eV
spin multiplicity	5
net charge	+1
<S²>	6.01

Geometry (Å):
V 0.693 2.075 -0.160
F -0.084 0.318 -0.720
F 2.620 1.351 -0.345
C 2.009 -1.921 -2.420
O 0.885 -1.287 -2.990
H 1.641 -2.782 -1.862
H 2.711 -2.367 -3.124
H 2.431 -1.180 -1.742
H 0.361 -0.871 -2.301
C -3.222 -1.098 -1.223
O -1.984 -1.697 -0.851
H -3.240 -0.641 -2.212
H -4.030 -1.827 -1.164
H -3.504 -0.294 -0.543
H -1.315 -1.013 -0.777
C 1.031 -2.238 1.466
O 1.270 -1.333 2.498
H 1.940 -2.429 0.895
H 0.616 -3.179 1.830
H 0.270 -1.814 0.810
H 1.620 -1.802 3.259
C -2.335 -0.313 1.981
O -2.297 0.519 3.085
H -1.694 -1.177 2.156
H -3.324 -0.675 1.701
H -1.935 0.183 1.096
H -2.632 1.381 2.828
C 1.257 2.243 -3.283
O 0.731 2.943 -2.176
H 0.741 2.559 -4.190
H 2.301 2.510 -3.441
H 1.120 1.162 -3.270
H 0.602 3.857 -2.439
C 0.698 2.081 3.123
O 0.908 1.420 1.873
H 1.562 2.678 3.416
H -0.167 2.744 3.139
H 0.587 1.385 3.954
H 1.161 0.528 2.123



Record 5
C17H33FNO7 | ωB97M-V/def2-TZVPD

Kohn-Sham gap (spin up / spin down)	9.7 / 9.6	eV
spin multiplicity	2
net charge	0
<S²>	0.75

Geometry (Å):
C -2.077 2.793 0.247
C -1.036 2.662 1.442
C -0.079 1.474 1.040
C -1.871 2.239 2.695
C -0.884 2.163 3.913
F -1.560 1.763 5.074
C -0.268 3.597 4.100
C 0.420 4.137 2.796
C 1.877 3.554 2.724
C 0.595 5.705 3.010
N -0.384 3.981 1.561
O 0.344 4.212 0.513
H -2.835 1.981 0.276
H -2.547 3.806 0.300
H -1.504 2.755 -0.704
H -0.044 0.652 1.798
H 0.960 1.773 0.799
H -0.485 0.991 0.119
H -2.604 3.056 2.895
H -2.352 1.250 2.550
H -0.045 1.454 3.767
H 0.517 3.557 4.892
H -1.102 4.267 4.412
H 1.928 2.448 2.633
H 2.369 3.827 3.690
H 2.471 4.071 1.935
H 0.665 6.227 2.028
H -0.352 6.040 3.500
H 1.465 5.937 3.656
C -0.274 -4.949 0.289
C -0.996 -3.996 1.219
O -1.175 -2.714 0.600
C -2.174 -2.641 -0.283
O -2.921 -3.531 -0.584
O -2.183 -1.405 -0.791
C -3.153 -1.209 -1.820
H 0.660 -4.505 -0.062
H -0.052 -5.889 0.794
H -0.876 -5.168 -0.594
H -0.392 -3.825 2.110
H -1.953 -4.403 1.549
H -4.147 -1.510 -1.491
H -2.864 -1.760 -2.716
H -3.171 -0.147 -2.055
C 0.108 -3.700 -3.702
C 1.096 -2.921 -2.856
O 2.445 -3.266 -3.195
C 2.918 -2.694 -4.304
O 2.325 -1.927 -5.013
O 4.162 -3.138 -4.500
C 4.759 -2.667 -5.707
H 0.307 -4.771 -3.634
H -0.915 -3.507 -3.374
H 0.189 -3.425 -4.754
H 0.963 -3.184 -1.808
H 0.939 -1.845 -2.942
H 4.709 -1.581 -5.777
H 4.274 -3.128 -6.568
H 5.805 -2.967 -5.693



Record 6
C5H11N | ωB97M-V/def2-TZVPD

structure (SMILES)	CCN1C=C1.C
relative energy (zero: lowest compared OMol25 entry of this formula, charge and spin)	89.9	kcal per mole
Kohn-Sham gap	9.4	eV
net charge	0

Geometry (Å):
C -0.213 -0.933 -1.836
C 0.623 -1.427 -0.663
N 0.405 -0.596 0.539
C -0.190 -1.313 1.701
C -1.002 -0.593 1.028
H 0.105 -1.400 -2.773
H -1.275 -1.167 -1.690
H -0.117 0.154 -1.942
H 0.405 -2.488 -0.466
H 1.689 -1.341 -0.900
H 0.152 -1.890 2.543
H -1.917 -0.065 0.820
C 0.268 2.612 0.735
H 0.647 1.618 0.987
H -0.486 2.935 1.458
H -0.184 2.560 -0.260
H 1.089 3.333 0.718